C5H8O5 | ωB97M-V/def2-TZVPD

## Properties
HOMO-LUMO gap ... 8.05 eV
LUMO level ... 0.38 eV
E_HOMO ... -7.669 eV
Energy relative to the best compared isomer or geometry (same formula, charge and spin) ... 380.20 kJ/mol

Positions of all 18 atoms, in Å:
C -0.8565 1.2043 1.3748
C -0.5444 -0.0017 2.0414
C 0.0567 0.7380 -0.6182
C 0.7986 -0.3799 0.1415
C -1.0306 0.2869 -1.5714
O -1.4310 2.2255 1.6690
O -0.0513 -1.0233 1.0990
O 0.8450 1.8690 -0.9256
O 1.1337 -1.3868 -0.7264
O 1.9340 0.1616 0.7509
H 0.1929 0.3008 2.7301
H -1.3781 -0.5941 2.5070
H -2.0899 0.5099 -1.3277
H -0.8507 -0.8274 -1.4644
H -0.7417 0.6445 -2.4831
H 1.5809 1.8835 -0.4051
H 0.7114 -2.2023 -0.3557
H 2.4077 -0.7249 1.0246

How positive or negative is each atom? The Mulliken charges in e answer that:
1 C 0.3517
2 C -0.3032
3 C 0.6109
4 C 0.5662
5 C -1.2613
6 O -0.5098
7 O -0.4309
8 O -0.5303
9 O -0.5523
10 O -0.6000
11 H 0.2419
12 H 0.3246
13 H 0.2621
14 H 0.3185
15 H 0.4135
16 H 0.3182
17 H 0.3568
18 H 0.4233